1.
12
Properties=species:S:1:pos:R:3:forces:R:3 method="wB97M-V/def2-TZVPD" lumo_ev=-0.38 homo_lumo_gap_ev=9.5 relative_energy_kj_mol=584.45
C 0.5197 0.7115 -0.4117 -0.85 -1.32 1.49
C 1.5877 0.9868 0.5363 1.68 1.03 0.17
C -0.5583 -0.0507 -0.0164 1.76 0.53 -2.52
N -1.8324 3.2835 2.4010 -0.96 2.55 2.67
O 1.5862 0.5790 1.6776 -0.26 -0.07 0.12
O -1.8065 -1.4913 1.0770 0.10 0.94 -2.07
O -0.6549 -0.6213 1.1770 -0.64 -0.09 -0.35
P -1.4672 2.3380 1.3925 0.60 -2.02 -2.18
H 0.5998 1.0189 -1.4234 -0.19 0.36 -0.64
H 2.5013 1.6551 0.2474 -1.43 -0.91 -0.22
H -1.3208 -0.2606 -0.8005 0.31 -0.09 1.13
H -1.8227 -1.8040 1.9470 -0.12 -0.91 2.40

***

2.
62
Properties=species:S:1:pos:R:3:forces:R:3 method="wB97M-V/def2-TZVPD" lumo_ev="-6.24 / -10.29" homo_lumo_gap_ev="8.2 / 4.2" relative_energy_kj_mol=0.00 spin_multiplicity=5 total_charge=+2
Ru -11.2575 6.6122 10.9816 -4.98 0.30 1.15
N -15.4500 5.8420 10.9081 -1.56 -0.73 -2.56
C -14.8839 7.1421 10.3865 0.85 1.81 0.16
C -15.9016 8.1043 9.7428 -0.89 -0.60 -0.35
P -13.4710 6.8235 9.2319 -0.34 -1.12 0.00
O -13.8389 7.1629 7.7181 -0.60 -1.18 0.35
O -13.1675 5.3759 9.5692 0.43 0.34 -0.35
O -12.3004 7.7348 9.5208 0.49 0.69 0.28
P -14.1586 7.8202 12.0378 0.33 1.09 1.24
O -13.6335 9.3691 11.9154 -1.09 -0.79 -0.33
O -15.2982 7.6686 12.9828 0.80 -0.21 -0.80
O -12.8591 6.9959 12.3183 -0.78 0.43 -0.91
H -15.5770 5.8119 11.9182 -0.36 0.58 0.47
H -14.7767 5.1121 10.6366 0.23 -0.13 -0.04
H -16.3660 5.6147 10.3940 1.43 0.36 1.20
H -16.2820 7.8101 8.7284 0.67 -0.09 0.80
H -15.5048 9.1098 9.6271 0.30 -0.05 0.08
H -16.7940 8.1841 10.3502 -0.14 0.12 0.41
H -14.2983 6.4019 7.2965 0.29 0.68 0.04
H -14.3145 10.0604 12.1198 0.63 -1.03 -0.13
C -6.4463 6.6886 8.4491 -0.67 0.22 1.86
C -7.6303 5.8512 8.0505 -0.17 -0.54 -0.14
C -7.4141 4.9686 6.9613 -1.53 0.20 0.37
C -8.4790 4.2934 6.3521 0.61 0.18 0.59
C -9.7851 4.5147 6.8178 0.58 0.01 -0.43
C -10.0199 5.2910 7.9322 1.49 0.39 1.35
C -8.9077 5.8865 8.6629 -0.70 0.27 -2.04
P -9.2199 6.6693 10.2836 3.13 -1.53 -0.99
C -8.6867 8.4551 10.2767 -0.33 -1.95 -1.38
C -8.8314 9.0266 9.0385 -1.13 0.62 -1.65
C -8.2393 10.2779 8.7925 -1.79 -1.14 -1.57
C -7.4748 10.8604 9.7834 1.17 1.53 1.11
C -7.2099 10.2218 10.9713 0.09 0.15 -0.09
C -7.9698 9.0817 11.3102 1.84 0.47 1.61
C -7.9353 8.5057 12.6868 -0.04 -0.32 1.01
C -8.3329 5.5911 11.4362 -0.68 0.77 1.34
C -6.9747 5.2795 11.4390 0.61 -0.02 0.76
C -6.3611 4.8711 12.6186 -0.14 -0.18 -0.03
C -7.0899 4.6328 13.7944 -0.94 -0.16 -0.55
C -8.4644 4.8418 13.7794 -0.35 0.30 -0.94
C -9.1087 5.3725 12.5973 1.94 -0.75 1.64
C -10.5356 5.7441 12.6824 -0.15 -0.70 -0.92
H -5.5717 6.0851 8.5444 0.69 -0.55 0.09
H -6.5681 7.2221 9.4320 0.04 -0.46 -0.89
H -6.2021 7.4259 7.7226 -0.05 0.71 -0.79
H -6.4159 4.8436 6.5975 0.41 0.01 -0.22
H -8.2716 3.5767 5.5420 -0.25 0.56 0.37
H -10.5822 4.0741 6.2449 -0.37 -0.09 0.20
H -11.0178 5.4016 8.3296 -0.15 -0.08 -0.07
H -9.4401 8.5070 8.2358 0.98 0.68 1.00
H -8.3693 10.7807 7.8118 0.16 -0.47 0.76
H -7.1211 11.8920 9.6275 0.15 -0.68 0.05
H -6.4464 10.6401 11.6209 -0.53 -0.02 0.35
H -7.7719 9.2107 13.5445 -0.08 -0.27 -1.14
H -7.1508 7.7042 12.8225 -0.40 0.69 -0.52
H -8.8700 7.9638 12.8755 0.12 0.21 0.08
H -6.3355 5.3721 10.5772 -0.15 0.17 -0.18
H -5.2939 4.7373 12.6090 0.22 -0.24 0.01
H -6.6805 4.1843 14.6957 0.39 0.35 -0.24
H -9.0252 4.6066 14.7004 0.06 0.27 -0.73
H -10.7876 6.3385 13.5418 -0.10 0.34 0.43
H -11.1949 4.8368 12.7356 0.31 0.56 -0.16

***

3.
49
Properties=species:S:1:pos:R:3:forces:R:3 method="wB97M-V/def2-TZVPD" lumo_ev="-13.10 / -11.63" homo_lumo_gap_ev="3.9 / 5.4" total_charge=+3
Sc -0.7482 -0.1205 -3.6728 -0.27 -0.58 1.03
O 1.9270 -1.7783 -2.2049 -3.94 2.66 -0.89
C 0.9744 -1.1454 -2.4639 4.73 -3.29 -0.71
C -1.6251 0.9284 -1.7118 -4.42 3.97 1.97
O -2.2922 1.5791 -0.9815 3.14 -3.04 -3.32
C -1.5899 -1.5870 -2.1869 -3.62 -4.88 3.80
O -2.1318 -2.3414 -1.4576 2.80 3.77 -3.86
C 0.5640 1.4837 -3.0984 4.90 6.10 1.60
O 1.2799 2.3656 -2.7862 -3.81 -4.70 -1.63
C -0.7579 -0.4439 -6.2149 -0.56 0.47 0.04
H 0.2395 -0.0489 -6.4416 -0.27 -0.02 -0.03
H -0.8543 -1.5363 -6.1982 -0.08 0.23 -0.08
C -1.8331 0.3741 -6.0640 0.52 -0.38 -0.10
H -2.8442 -0.0206 -5.9050 0.29 0.04 -0.12
H -1.7476 1.4643 -6.1498 0.04 -0.33 -0.05
C 4.1675 -1.6242 2.4170 0.08 -0.22 -0.29
C 3.5784 -2.5414 1.5215 0.08 1.25 0.51
C 2.4329 -2.1406 0.8260 0.34 -1.08 -0.67
C 1.8876 -0.8819 1.0145 -0.12 0.92 0.13
C 2.4538 0.0120 1.9564 0.21 0.03 -0.46
C 3.6208 -0.3581 2.6393 -0.28 0.15 -0.40
Sb 0.1428 -0.1239 -0.1300 1.87 0.59 3.95
C -1.2717 -0.9585 1.2509 -1.51 1.03 -1.37
C -2.6411 -0.8143 1.0807 0.26 0.50 -0.23
C -3.5237 -1.7061 1.7158 -0.68 0.41 -0.48
C -3.0612 -2.7653 2.5077 1.11 -0.87 0.67
C -1.7059 -2.7581 2.7976 -1.27 -1.50 0.44
C -0.8239 -1.8231 2.2619 -0.16 -0.81 0.18
C 0.1660 1.8037 0.8462 0.23 0.06 -0.47
C -0.8352 2.1858 1.7270 -0.56 0.78 0.28
C -0.8889 3.5257 2.1663 0.24 0.04 -0.29
C 0.0777 4.4724 1.7664 -1.41 -0.39 0.43
C 1.1248 4.0152 0.9919 0.34 0.52 -0.41
C 1.1817 2.7055 0.5186 -0.34 0.41 0.08
H 5.1120 -1.8628 2.8922 -0.10 -0.14 0.02
H 4.0582 -3.4894 1.2930 -0.19 0.12 0.20
H 2.0695 -2.8565 0.0741 -0.10 0.47 0.37
H 2.0975 1.0366 2.0961 -0.02 -0.60 -0.06
H 4.1293 0.4194 3.2430 -0.38 -0.85 -0.22
H -3.1160 -0.0799 0.4092 0.55 -0.48 0.37
H -4.5781 -1.6543 1.4804 -0.12 0.11 0.00
H -3.7421 -3.5820 2.8223 0.58 0.76 0.00
H -1.3130 -3.5740 3.3793 0.19 0.03 0.41
H 0.2023 -1.8591 2.5703 0.45 0.20 0.11
H -1.6264 1.5090 2.0641 0.33 0.27 -0.21
H -1.7352 3.8465 2.7684 0.20 -0.13 0.04
H -0.0831 5.5468 2.0092 0.45 -1.02 -0.08
H 1.8631 4.7443 0.6699 0.13 -0.29 0.02
H 2.0193 2.4577 -0.1096 0.14 -0.28 -0.21